1.
{
  "formula": "C2HF3N2",
  "method": "ωB97M-V/def2-TZVPD",
  "smiles": "FC(F)(F)N1C=N1",
  "energy_ev": -13219.661,
  "de_lowest_ev": 2.550,
  "e_lumo_ev": 0.40,
  "spin_multiplicity": 1,
  "symbols": ["F", "C", "F", "F", "N", "C", "N", "H"],
  "positions_angstrom": [[0.7996, -1.5109, -1.3224], [0.6157, -0.6695, -0.3121], [1.5732, 0.3227, -0.4760], [0.8831, -1.3166, 0.8597], [-0.7236, -0.1323, -0.3107], [-0.9872, 1.1069, 0.4258], [-1.3662, 0.1121, 1.0563], [-0.7946, 2.0876, 0.0793]],
  "nbo_charge": [-0.29, 1.05, -0.35, -0.32, -0.42, 0.21, -0.13, 0.25]
}

=====

2.
{
  "formula": "C18H20B2BaBr10O16",
  "method": "ωB97M-V/def2-TZVPD",
  "energy_ev": -754232.267,
  "de_lowest_ev": 1.882,
  "e_lumo_ev": -3.50,
  "spin_multiplicity": 1,
  "symbols": ["Ba", "O", "C", "O", "B", "O", "C", "O", "O", "C", "O", "C", "O", "O", "O", "C", "O", "B", "O", "C", "O", "O", "C", "O", "C", "O", "O", "Br", "C", "C", "Br", "H", "H", "H", "H", "Br", "C", "C", "Br", "H", "H", "H", "H", "Br", "C", "C", "Br", "H", "H", "H", "H", "Br", "C", "C", "Br", "H", "H", "H", "H", "Br", "C", "C", "Br", "H", "H", "H", "H"],
  "positions_angstrom": [[15.1663, -9.5492, -11.2725], [14.5646, -10.6440, -13.9628], [13.5181, -11.1803, -14.2734], [12.7561, -11.9129, -13.5093], [11.5703, -12.3083, -14.3034], [11.8045, -11.8240, -15.6584], [12.9287, -11.1768, -15.7330], [13.4405, -10.6766, -16.6866], [10.3689, -11.7070, -13.7022], [9.5635, -12.6881, -13.3036], [8.6255, -12.4717, -12.5933], [10.2436, -14.0586, -13.6155], [11.3790, -13.7779, -14.2481], [9.8060, -15.1324, -13.3592], [12.7970, -5.6641, -12.0719], [11.7881, -6.3134, -12.1623], [10.5493, -5.9900, -12.0212], [9.6749, -7.1824, -12.1388], [10.6364, -8.3047, -12.3260], [11.8340, -7.8754, -12.3138], [12.8655, -8.5406, -12.2797], [8.8881, -7.4321, -10.9319], [7.6038, -7.6387, -11.2689], [6.7650, -8.0131, -10.5205], [7.4871, -7.3995, -12.7857], [8.7138, -7.1243, -13.2360], [6.4905, -7.4935, -13.4315], [6.9553, -10.0541, -19.2824], [8.1196, -9.2761, -17.9504], [8.9014, -10.3700, -17.2203], [10.4907, -10.8816, -18.2560], [7.4179, -8.9190, -17.1939], [8.6181, -8.3806, -18.3064], [8.2281, -11.2047, -17.0457], [9.2361, -10.0925, -16.2221], [6.0142, -13.0291, -14.2079], [4.7057, -12.1436, -15.4344], [5.1602, -12.3868, -16.8932], [3.9284, -11.4583, -18.0911], [4.5470, -11.0954, -15.2174], [3.8334, -12.7613, -15.2611], [4.9805, -13.4491, -17.0320], [6.1619, -12.0971, -17.1820], [15.1746, -5.6007, -10.0621], [14.9114, -3.6563, -10.5472], [16.3088, -3.1352, -10.7869], [16.1938, -1.2424, -11.2458], [14.4806, -3.2237, -9.6517], [14.2755, -3.8186, -11.4086], [16.7533, -3.6551, -11.6324], [16.9705, -3.2777, -9.9385], [3.3858, -6.4674, -13.6615], [3.6236, -8.3876, -13.3432], [2.4019, -9.1176, -13.8947], [2.5074, -10.9626, -13.1389], [3.7263, -8.6451, -12.2952], [4.4538, -8.7731, -13.9305], [2.3409, -9.1841, -14.9806], [1.4660, -8.6028, -13.6756], [10.2312, -3.2507, -16.7213], [11.1136, -4.9765, -16.6309], [10.3783, -6.0028, -15.7830], [11.3662, -7.7141, -16.0060], [12.0141, -4.7836, -16.0457], [11.4637, -5.2147, -17.6284], [9.3513, -6.1738, -16.0905], [10.4495, -5.7801, -14.7262]],
  "lowdin_charge": [1.89, -0.04, -0.38, 0.24, -0.89, 0.19, -0.44, 0.13, 0.22, -0.39, 0.09, -0.38, 0.23, 0.17, 0.07, -0.40, 0.27, -0.87, 0.28, -0.40, -0.15, 0.23, -0.36, 0.19, -0.35, 0.22, 0.14, 0.64, -0.70, -0.67, 0.69, 0.05, 0.05, 0.03, 0.04, 0.66, -0.69, -0.68, 0.58, 0.01, 0.02, 0.05, 0.00, 0.55, -0.56, -0.73, 0.65, 0.07, 0.04, 0.05, 0.05, 0.63, -0.71, -0.65, 0.64, 0.05, 0.04, 0.06, 0.04, 0.62, -0.73, -0.61, 0.72, 0.04, 0.05, 0.06, 0.04]
}

=====

3.
{
  "formula": "C9H6IN4O11RhS4",
  "method": "ωB97M-V/def2-TZVPD",
  "energy_ev": -92357.456,
  "total_charge": -2,
  "e_lumo_ev": [3.54, 3.16],
  "spin_multiplicity": 5,
  "symbols": ["Rh", "S", "S", "S", "S", "O", "C", "O", "C", "C", "C", "C", "C", "C", "O", "N", "O", "O", "N", "O", "O", "H", "H", "O", "N", "O", "O", "N", "C", "O", "C", "I", "H", "H", "H", "H"],
  "positions_angstrom": [[0.1063, -2.4299, 0.7518], [-2.5036, -2.4547, 1.1569], [-2.7251, -3.4950, 2.8584], [-1.1077, -4.5630, 3.3005], [0.1962, -4.5885, 1.8531], [0.2053, -3.2122, -3.4672], [0.3325, -2.6375, -2.3522], [0.2653, -3.2400, -1.2239], [0.5460, -1.1497, -2.3312], [1.1158, -0.6693, -3.5330], [1.2146, 0.6576, -3.8486], [0.6519, 1.5903, -2.9593], [0.2998, 1.1560, -1.7334], [0.3191, -0.2070, -1.2654], [0.1247, -0.3823, 0.0158], [-0.1450, 2.1956, -0.8066], [-1.3180, 2.4191, -0.7161], [0.7231, 2.7562, -0.2362], [1.6344, 1.0975, -5.1216], [1.1244, 2.1263, -5.5874], [2.5188, 0.4743, -5.7772], [1.3348, -1.3746, -4.2647], [0.6352, 2.6664, -3.2967], [2.2639, -1.7458, 1.5611], [1.9284, -1.6060, 2.7468], [2.7815, -1.2860, 3.6020], [0.7438, -1.7162, 3.0670], [-0.9633, 0.8890, 2.7642], [-1.7075, 1.7228, 3.4743], [-2.3365, 1.4313, 4.5135], [-1.7382, 3.1853, 2.8241], [-1.5345, 4.7279, 4.3283], [-0.7527, -0.0232, 3.1886], [-0.5355, 1.1795, 1.9523], [-2.7637, 3.1835, 2.4416], [-0.9342, 3.3222, 2.1204]],
  "lowdin_spin": [2.43, 0.29, 0.30, 0.34, 0.31, 0.02, 0.01, 0.10, 0.00, 0.00, 0.00, 0.00, 0.00, 0.00, 0.06, 0.00, 0.00, 0.00, 0.00, 0.00, 0.00, 0.00, 0.00, 0.07, 0.00, 0.01, 0.06, 0.00, 0.00, 0.00, 0.00, 0.00, 0.00, 0.00, 0.00, 0.00]
}

=====

4.
{
  "formula": "C2H5N3S2",
  "method": "ωB97M-V/def2-TZVPD",
  "energy_ev": -28291.796,
  "de_lowest_ev": 4.871,
  "e_lumo_ev": [0.50, 0.42],
  "spin_multiplicity": 1,
  "symbols": ["C", "C", "N", "N", "N", "S", "S", "H", "H", "H", "H", "H"],
  "positions_angstrom": [[-1.0890, 1.2198, -0.3332], [-1.2189, -0.0943, -0.3338], [-0.0846, 1.6624, -1.1717], [0.6269, 0.7160, -1.6986], [1.7825, -1.6015, 0.0730], [-0.0811, -0.7675, -1.5922], [2.2496, 0.0107, -0.0184], [-1.5301, 1.8397, 0.4218], [-1.8032, -0.7317, 0.2350], [0.4105, 2.4745, -1.0210], [2.1684, -2.3172, -0.4966], [0.9505, -1.7729, 0.7221]],
  "nbo_charge": [-0.06, -0.43, -0.36, -0.43, -0.98, 0.59, 0.03, 0.23, 0.23, 0.40, 0.39, 0.39]
}